# 1
Computed, not measured: a structure of composition C16H19BEuN6Te at a distorted geometry, with ωB97M-V/def2-TZVPD.

E_tot = -53139.0815 eV
total charge = 0
lowest unoccupied orbital energy (alpha / beta) = 0.30 / 0.27 eV
HOMO energy (alpha / beta) = -0.2351 / -0.2362 hartree
orbital gap (alpha / beta) = 6.693 / 6.699 eV
spin multiplicity = 8

Atoms and positions in Å:
H: -0.32170 -1.15398 -3.01248
N: -1.31914 -0.08124 -1.48974
B: -3.02494 1.32108 -0.11570
N: -2.55274 0.47893 -1.35885
C: -3.24815 0.26572 -2.50349
Eu: 0.00000 0.00000 0.00000
H: -4.26415 0.64601 -2.59747
C: -2.44704 -0.44852 -3.39538
H: -2.70437 -0.78253 -4.39905
C: -1.23621 -0.64544 -2.71281
H: -4.21289 1.51638 -0.26238
C: 3.30338 1.19312 1.70161
H: 4.33140 0.83135 1.83430
H: 2.72281 0.65305 2.56612
H: 3.19214 2.25459 1.96691
N: -2.28726 2.66862 -0.03496
N: -2.79472 0.47925 1.16414
N: -0.93290 2.76581 0.04719
N: -1.61911 -0.14846 1.41075
C: -2.86069 3.90691 -0.11274
C: -3.65313 0.26449 2.19351
H: -3.94342 4.01686 -0.17795
H: -4.65467 0.69201 2.17113
C: -1.84087 4.85169 -0.08295
C: -3.01183 -0.53051 3.14314
C: -0.65967 4.07688 0.01771
C: -1.73466 -0.76772 2.60024
H: -1.93855 5.93674 -0.11698
H: -3.41525 -0.89535 4.08644
H: 0.37731 4.41548 0.07699
H: -0.90600 -1.35758 2.99292
H: 2.97574 1.04403 0.65571
Te: 2.42526 -1.76491 0.86727
C: 3.29150 -2.86404 -0.71345
C: 3.89085 -2.24780 -1.81473
C: 4.53004 -3.03100 -2.78543
C: 4.57151 -4.42450 -2.64886
C: 3.97292 -5.03769 -1.54733
C: 3.33291 -4.25795 -0.58150
H: 3.88210 -1.16967 -1.90901
H: 5.00595 -2.55903 -3.63420
H: 5.07859 -5.02828 -3.39155
H: 4.01314 -6.11336 -1.43326
H: 2.89011 -4.73748 0.28285

---

# 2
Computed, not measured: a structure of composition C11H8NO5Tl at a distorted geometry, with ωB97M-V/def2-TZVPD.

energy relative to the best compared isomer or geometry (same formula, charge and spin) = 5.235 eV
E_tot = -27931.8307 eV
total charge = +2
lowest unoccupied orbital energy = -8.79 eV
HOMO energy = -0.5600 hartree
orbital gap = 6.444 eV

Atoms and positions in Å:
O: -0.39997 -1.90331 -3.39739
C: 0.24341 -1.35271 -2.59891
Tl: 1.54746 -0.36411 -1.24658
C: 2.92249 0.58195 0.00316
O: 3.71153 1.09513 0.67660
C: 3.33276 -0.79732 -2.70224
O: 4.40152 -0.49748 -2.32229
C: 1.40099 1.39479 -2.39817
O: 1.31000 2.34606 -3.05989
C: 2.10416 -2.23626 -0.45617
O: 2.41656 -3.27154 -0.02934
H: 2.85285 -1.27109 -3.62675
C: -3.35555 0.80771 2.72591
C: -2.21663 0.53287 1.82556
C: -2.21599 1.10420 0.55385
C: -1.15950 0.84898 -0.30400
N: -0.18804 0.05515 0.16896
C: -0.11378 -0.52701 1.37420
C: -1.16527 -0.28427 2.24170
H: -3.44900 1.87862 2.91934
H: -4.29377 0.47070 2.27894
H: -3.23673 0.30036 3.68380
H: -2.99222 1.73264 0.19258
H: -1.07116 1.24261 -1.31121
H: 0.74219 -1.14813 1.60912
H: -1.12831 -0.73854 3.19923

---

# 3
Computed, not measured: a cluster of 7 separate species, C10H34O7 in total at a distorted geometry, with ωB97M-V/def2-TZVPD.

energy relative to the best compared isomer or geometry (same formula, charge and spin) = 1.832 eV
E_tot = -25252.2984 eV
total charge = 0
SMILES = CCO.CCO.CCO.CCO.CO.CO.O
lowest unoccupied orbital energy = 0.19 eV
HOMO energy = -0.3583 hartree
orbital gap = 9.939 eV

Atoms and positions in Å:
C: -2.59649 -2.94714 -0.46936
O: -1.94638 -2.18994 -1.49353
H: -3.57156 -3.31988 -0.78843
H: -1.95397 -3.76766 -0.14709
H: -2.77505 -2.31772 0.40067
H: -1.71954 -2.80765 -2.19457
C: 1.85498 -2.00239 -2.48317
O: 2.71775 -3.05599 -2.90914
H: 1.83496 -1.21211 -3.23855
H: 0.85023 -2.37330 -2.28990
H: 2.23523 -1.55732 -1.55978
H: 3.22149 -2.73545 -3.65778
O: -0.59449 -0.16092 -0.11786
H: -0.97900 -0.92025 -0.61461
H: -0.30927 0.46142 -0.81228
C: 2.71277 2.49594 1.35560
C: 2.29829 1.12161 0.85040
O: 3.22593 0.71782 -0.16926
H: 3.66539 2.43502 1.87956
H: 1.96729 2.86269 2.06829
H: 2.79140 3.17245 0.50636
H: 1.26282 1.15220 0.50977
H: 2.33587 0.37769 1.64728
H: 2.87033 0.92281 -1.03554
C: 1.33826 -2.33392 3.74656
C: 0.07244 -1.96537 2.96605
O: 0.25926 -2.32749 1.60067
H: 1.44319 -3.41933 3.68808
H: 1.22906 -2.07949 4.80576
H: 2.21866 -1.82147 3.37149
H: -0.04200 -0.87551 3.04972
H: -0.81327 -2.41656 3.41881
H: -0.06790 -1.58282 1.07493
C: -2.16163 1.39952 -3.10655
C: -0.73167 1.22753 -3.57571
O: 0.12504 1.27649 -2.42911
H: -2.52796 0.61690 -2.44586
H: -2.85131 1.48765 -3.94704
H: -2.21293 2.35515 -2.57621
H: -0.45646 2.01770 -4.27655
H: -0.60525 0.26020 -4.07507
H: 1.01042 1.54095 -2.68759
C: -1.25736 3.26196 1.53476
C: -1.88790 2.14946 2.36179
O: -2.55845 1.21959 1.50298
H: -0.54221 2.83537 0.82660
H: -0.73385 4.00675 2.13909
H: -2.00742 3.77141 0.92825
H: -2.62957 2.52309 3.06468
H: -1.11866 1.61522 2.93228
H: -1.88949 0.90511 0.87013

---

# 4
Computed, not measured: a structure of composition C31H37N9S2Zr at a distorted geometry, with ωB97M-V/def2-TZVPD.

energy relative to the best compared isomer or geometry (same formula, charge and spin) = 0.833 eV
E_tot = -69076.4670 eV
total charge = +4
lowest unoccupied orbital energy = -12.89 eV
HOMO energy = -0.6457 hartree
orbital gap = 4.682 eV

Atoms and positions in Å:
Zr: 0.11535 1.20935 -1.51248
S: 0.25385 0.80715 0.95372
C: 0.53915 -0.90695 0.89142
N: 1.39495 -1.45535 1.75072
C: 1.72805 -2.85925 1.58152
C: 0.46315 -3.64435 1.27822
N: -0.16485 -3.07975 0.09312
C: -0.83435 -4.01345 -0.78248
C: -1.85065 -4.87105 -0.04258
C: -3.03165 -4.28745 0.41972
C: -4.03845 -5.08515 0.93882
C: -3.85185 -6.45775 1.04492
C: -2.67075 -7.03955 0.59772
C: -1.66315 -6.24395 0.07652
C: -0.14985 -1.76055 -0.07328
S: -0.94535 -1.06795 -1.44978
C: 1.95475 -0.77535 2.89602
C: 1.39165 -1.41485 4.15232
C: 2.23035 -2.09615 5.02702
C: 1.71975 -2.59215 6.21452
C: 0.36575 -2.46605 6.49832
C: -0.47695 -1.79915 5.61612
C: 0.03175 -1.29235 4.43382
H: 2.19755 -3.22955 2.49322
H: 2.44505 -2.95435 0.75532
H: -0.23035 -3.59455 2.12532
H: 0.69725 -4.69295 1.08902
H: -0.07245 -4.66825 -1.21728
H: -1.32935 -3.47475 -1.59318
H: -3.18755 -3.22295 0.32562
H: -4.96835 -4.63695 1.25082
H: -4.62345 -7.07365 1.48222
H: -2.53945 -8.10995 0.64392
H: -0.75835 -6.71285 -0.28388
H: 1.69485 0.28375 2.86602
H: 3.04245 -0.88445 2.87672
H: 3.28545 -2.18845 4.81652
H: 2.38155 -3.07545 6.91712
H: -0.03695 -2.90495 7.39862
H: -1.52435 -1.68595 5.84752
H: -0.62255 -0.77245 3.74672
N: 1.77565 0.99525 -5.42248
C: 0.50135 1.01235 -5.89038
C: -0.32335 1.07565 -4.79448
N: 0.44505 1.10025 -3.66888
C: 1.73135 1.04485 -4.07548
C: 2.73915 1.02795 -3.04228
N: 2.30595 1.04375 -1.76068
C: 3.42925 1.03015 -0.97528
C: 4.53545 1.00445 -1.78138
N: 4.08485 1.00315 -3.06498
H: 2.58995 0.94685 -6.02308
H: 0.26675 0.98035 -6.93798
H: -1.40025 1.08955 -4.74588
H: 3.35935 1.05455 0.10192
H: 5.58115 0.99105 -1.53518
H: 4.69315 0.98795 -3.87628
C: 0.55905 6.44675 -0.36288
C: 1.44525 5.44955 -1.09138
N: 0.74085 4.16635 -1.13598
C: -0.61845 4.06955 -1.24628
N: -1.08425 2.81725 -1.44938
C: -2.53315 2.62275 -1.62888
C: -3.28965 3.65315 -0.79148
C: -2.83105 5.04475 -1.20008
N: -1.37775 5.14455 -1.14288
C: -0.80835 6.48395 -1.02758
H: 1.00805 7.43825 -0.39948
H: 0.46185 6.15715 0.68452
H: 2.38755 5.31325 -0.55778
H: 1.65645 5.78845 -2.11288
H: 1.29835 3.32145 -1.29328
H: -2.79655 1.59425 -1.31188
H: -2.79115 2.75045 -2.69368
H: -3.08315 3.48245 0.26802
H: -4.36165 3.56505 -0.95568
H: -3.25815 5.78845 -0.52448
H: -3.16865 5.28345 -2.21378
H: -1.48925 7.09725 -0.43628
H: -0.74255 6.92385 -2.02808